Density functional theory data (the ωB97M-V functional and the def2-TZVPD basis) for C28H34Cl3GeN6O11PSTi as an isolated structure in a non-equilibrium geometry.

Calculated values
LUMO level (spin up / spin down)	1.99 / -0.32	eV
⟨S²⟩	3.780
M	920.49	g/mol
E_HOMO (spin up / spin down)	-2.80 / -5.37	eV
charge	-1
multiplicity	4
energy	-198377.8129	eV
ΔE to the lowest compared entry with this formula, charge and spin	2.053	eV
maximum force	0.0668	hartree/bohr
frontier orbital gap (spin up / spin down)	4.79 / 5.04	eV

CARTESIAN COORDINATES (ANGSTROEM)
Ge  -1.750  1.053  4.467
Ti  0.045  0.901  1.585
Cl  -3.746  2.190  4.272
Cl  -2.116  0.188  6.569
Cl  -0.470  2.888  5.212
S  -3.146  2.403  0.551
P  1.506  -2.278  0.810
O  -2.863  -5.488  -0.171
O  -1.195  -1.936  3.234
O  -1.444  -0.066  2.081
O  -0.661  2.497  2.108
O  0.919  -0.990  1.300
O  -1.832  1.839  -5.244
O  -3.432  -4.359  -2.095
O  1.619  1.578  0.816
O  3.353  0.823  1.993
O  4.544  -1.846  -4.367
O  6.481  -1.767  -3.343
N  1.099  0.879  3.400
N  5.281  -1.434  -3.443
N  -1.289  3.662  1.969
N  -0.619  0.923  -0.303
N  -0.802  1.629  -2.652
N  0.658  -0.076  4.360
C  -3.216  -5.630  -1.527
C  2.814  1.082  0.889
C  -2.511  2.446  -4.166
C  -1.360  5.949  2.590
C  3.371  -0.238  -2.549
C  4.905  0.456  -0.330
C  -2.732  -4.134  0.044
C  4.733  -0.608  -2.480
C  3.519  0.735  -0.343
C  -3.051  -2.073  -1.184
C  -2.229  -2.076  1.104
C  -0.148  0.934  -3.749
C  -2.542  3.730  1.410
C  -0.705  4.753  2.514
C  -3.246  4.931  1.532
C  2.789  0.435  -1.510
C  -1.594  -1.343  2.226
C  -3.075  -3.451  -1.125
C  0.984  -3.685  1.847
C  -2.622  -1.395  -0.052
C  -1.190  0.652  -4.836
C  -2.675  6.039  2.120
C  5.505  -0.181  -1.379
C  -2.326  -3.481  1.175
C  -0.677  1.271  -1.416
C  1.026  -2.618  -0.920
C  -1.546  2.818  -3.034
C  3.323  -2.302  0.881
H  -2.985  3.340  -4.574
H  3.730  -1.560  0.200
H  5.466  0.732  0.548
H  3.634  -2.034  1.888
H  -3.225  6.963  2.210
H  0.290  4.587  2.897
H  -0.866  6.800  3.028
H  -4.253  4.947  1.147
H  1.014  1.806  3.846
H  0.351  -0.947  3.913
H  2.817  -0.532  -3.430
H  -3.352  -1.551  -2.077
H  -4.131  -6.235  -1.613
H  1.736  0.689  -1.513
H  2.097  0.768  3.078
H  3.702  -3.283  0.610
H  1.252  -3.642  -1.189
H  0.292  0.006  -3.383
H  6.558  -0.412  -1.382
H  1.597  -1.949  -1.564
H  -0.713  0.239  -5.726
H  -2.400  -6.140  -2.073
H  1.565  -4.565  1.596
H  -0.848  3.585  -3.397
H  -0.039  -2.431  -1.033
H  -0.072  -3.884  1.698
H  -2.595  -0.314  -0.045
H  1.357  -0.262  5.080
H  -1.940  -0.063  -4.461
H  1.144  -3.420  2.890
H  -3.287  1.770  -3.779
H  -2.107  -4.000  2.094
H  0.640  1.576  -4.162
H  -2.093  3.188  -2.164